This record from the OMol25 dataset describes 2 unconnected molecules or ions with the total composition C5H12NO at a distorted geometry. The level of theory is ωB97M-V/def2-TZVPD.

XYZ file:
```
19
Properties=species:S:1:pos:R:3:nbo_charge:R:1
C -2.018 0.754 -2.378 -0.61
C -2.008 -0.174 -1.204 -0.45
C -1.293 0.493 -0.080 -0.07
C -0.173 0.036 0.465 -0.13
N 0.487 0.802 1.451 -0.40
C 1.811 0.725 1.597 0.09
H -2.693 0.424 -3.164 0.24
H -1.083 0.872 -2.880 0.23
H -2.414 1.658 -2.023 0.21
H -1.205 -1.001 -1.408 0.20
H -2.880 -0.820 -0.889 0.26
H -1.903 1.351 0.310 0.22
H 0.113 -1.054 0.601 0.26
H 0.059 1.685 1.750 0.43
H 2.119 -0.321 1.394 0.25
H 2.495 1.339 2.235 0.25
H 3.686 -1.939 0.743 0.48
H 3.766 -2.756 1.924 0.50
O 3.134 -2.073 1.558 -0.96
```

Output
2S+1: 1
ΔE to the lowest compared entry with this formula, charge and spin: 63.7 kcal per mole
gap between HOMO and LUMO: 8.8 eV
charge: +1
F_max: 5.18 eV/Å